# 1
{"formula": "C30H52FN4O2", "method": "ωB97M-V/def2-TZVPD", "symbols": ["C", "O", "C", "C", "C", "C", "C", "C", "C", "C", "C", "C", "F", "C", "C", "C", "C", "C", "C", "O", "N", "C", "H", "H", "H", "H", "H", "H", "H", "H", "H", "H", "H", "H", "H", "H", "H", "H", "H", "H", "H", "H", "H", "H", "H", "H", "H", "H", "H", "H", "H", "H", "H", "C", "C", "C", "C", "N", "H", "H", "H", "H", "H", "H", "H", "C", "C", "C", "C", "N", "H", "H", "H", "H", "H", "H", "H", "C", "C", "C", "C", "N", "H", "H", "H", "H", "H", "H", "H"], "coordinates": [[-1.71, 3.00, 2.25], [-0.36, 2.60, 2.51], [-0.28, 1.17, 2.62], [1.17, 0.58, 2.40], [2.24, 1.61, 1.88], [1.94, 2.26, 0.46], [0.92, 1.45, -0.41], [-0.32, 2.17, -0.77], [-1.35, 1.51, -1.58], [-2.66, 2.27, -2.01], [-3.79, 2.21, -0.91], [-5.18, 2.68, -1.48], [-5.45, 4.02, -1.08], [-1.07, 0.09, -1.97], [-2.17, -0.62, -2.82], [0.19, -0.56, -1.57], [0.37, -2.04, -2.02], [-0.70, -2.90, -1.19], [-0.07, -4.12, -0.42], [1.12, -3.81, 0.32], [1.15, 0.15, -0.83], [2.43, -0.55, -0.49], [-1.63, 3.99, 1.72], [-2.25, 2.31, 1.55], [-2.34, 3.07, 3.18], [-0.97, 0.66, 1.88], [-0.64, 0.81, 3.64], [1.53, 0.23, 3.41], [1.06, -0.35, 1.78], [3.20, 1.02, 1.76], [2.43, 2.35, 2.69], [1.55, 3.29, 0.65], [2.92, 2.38, -0.08], [-0.48, 3.24, -0.45], [-3.07, 1.89, -2.98], [-2.33, 3.34, -2.21], [-3.87, 1.14, -0.58], [-3.50, 2.90, -0.07], [-5.23, 2.61, -2.60], [-5.97, 2.04, -0.99], [-1.83, -1.59, -3.25], [-2.46, 0.07, -3.65], [-3.10, -0.81, -2.19], [1.37, -2.48, -1.80], [0.10, -2.12, -3.10], [-1.44, -3.32, -1.93], [-1.30, -2.27, -0.48], [0.08, -4.98, -1.14], [-0.83, -4.51, 0.33], [1.85, -3.99, -0.31], [3.25, 0.19, -0.28], [2.77, -1.12, -1.39], [2.32, -1.22, 0.40], [1.46, 6.44, 1.45], [2.51, 6.73, 2.52], [3.94, 6.70, 1.98], [4.26, 5.36, 1.42], [4.50, 4.33, 0.99], [1.58, 5.44, 1.02], [0.46, 6.50, 1.87], [1.53, 7.17, 0.63], [2.40, 5.99, 3.32], [2.31, 7.71, 2.96], [4.65, 6.93, 2.78], [4.07, 7.46, 1.20], [3.76, -7.00, -1.73], [4.35, -6.96, -3.13], [4.45, -5.55, -3.70], [3.09, -4.94, -3.79], [2.04, -4.47, -3.86], [2.73, -6.62, -1.71], [3.73, -8.02, -1.35], [4.35, -6.39, -1.04], [3.74, -7.59, -3.79], [5.35, -7.41, -3.11], [4.89, -5.57, -4.70], [5.08, -4.92, -3.07], [-3.68, -3.24, 2.53], [-3.70, -1.76, 2.89], [-4.73, -0.96, 2.09], [-4.42, -1.05, 0.64], [-4.18, -1.12, -0.48], [-3.39, -3.40, 1.49], [-2.95, -3.77, 3.15], [-4.66, -3.70, 2.70], [-2.70, -1.34, 2.73], [-3.92, -1.65, 3.96], [-4.72, 0.09, 2.39], [-5.74, -1.35, 2.27]], "lowdin_charge": [-0.109, -0.205, -0.230, -0.157, -0.173, -0.132, -0.118, 0.061, -0.082, -0.135, -0.149, -0.158, -0.090, -0.080, -0.046, -0.075, -0.108, -0.148, -0.246, -0.091, 0.001, 0.006, 0.099, 0.058, 0.105, 0.107, 0.131, 0.121, 0.088, 0.107, 0.117, 0.089, 0.107, 0.129, 0.104, 0.133, 0.065, 0.104, 0.124, 0.123, 0.070, 0.087, 0.043, 0.073, 0.114, 0.117, 0.108, 0.123, 0.121, 0.078, 0.104, 0.111, 0.104, -0.104, -0.258, -0.174, -0.205, 0.156, 0.044, 0.073, 0.082, 0.112, 0.112, 0.119, 0.122, -0.110, -0.262, -0.177, -0.214, 0.151, 0.059, 0.078, 0.077, 0.116, 0.112, 0.120, 0.118, -0.102, -0.258, -0.160, -0.178, 0.174, 0.062, 0.078, 0.083, 0.097, 0.114, 0.117, 0.126], "largest_force_ev_per_a": 2.71, "e_tot_ev": -44717.9927, "homo_lumo_gap_ev": 9.03, "total_charge": 1}

***

# 2
{"formula": "C22H40B11Br6GeN4OSTi", "method": "ωB97M-V/def2-TZVPD", "symbols": ["Ti", "O", "C", "C", "C", "C", "C", "C", "C", "N", "C", "C", "N", "H", "H", "H", "H", "H", "H", "H", "Br", "B", "B", "C", "B", "B", "B", "B", "B", "Br", "B", "Br", "B", "Br", "B", "Br", "B", "Br", "H", "H", "H", "H", "H", "H", "C", "N", "C", "C", "N", "C", "S", "H", "H", "H", "H", "H", "H", "H", "H", "C", "C", "C", "C", "Ge", "C", "C", "C", "C", "H", "H", "H", "H", "H", "H", "H", "H", "H", "H", "H", "H", "H", "H", "H", "H", "H", "H", "H"], "coordinates": [[0.25, 0.21, -0.56], [-0.78, -0.72, 0.38], [-1.35, -1.91, 0.61], [-1.88, -2.23, 1.86], [-2.48, -3.46, 2.04], [-2.56, -4.37, 0.98], [-2.02, -4.06, -0.25], [-1.40, -2.82, -0.46], [-0.86, -2.40, -1.73], [-0.27, -1.20, -2.01], [0.03, -1.21, -3.36], [-0.36, -2.40, -3.89], [-0.90, -3.12, -2.86], [-1.82, -1.51, 2.66], [-2.88, -3.72, 3.00], [-3.04, -5.32, 1.12], [-2.08, -4.79, -1.05], [0.51, -0.38, -3.85], [-0.30, -2.77, -4.90], [-1.26, -4.06, -2.94], [1.74, -0.47, 1.75], [1.37, 1.10, 2.95], [2.04, 1.30, 4.57], [0.97, 2.38, 5.32], [0.27, 1.18, 4.32], [-0.38, 2.86, 4.42], [0.97, 3.97, 4.69], [2.46, 3.02, 4.79], [2.74, 2.23, 3.21], [4.48, 1.85, 2.42], [2.08, 3.91, 3.28], [3.09, 5.43, 2.62], [0.28, 3.81, 3.06], [-0.72, 5.17, 2.11], [-0.15, 2.07, 2.86], [-1.62, 1.70, 1.59], [1.36, 2.68, 2.16], [1.43, 2.57, 0.15], [2.59, 0.47, 5.19], [0.82, 2.27, 6.38], [-0.33, 0.29, 4.79], [-1.42, 3.05, 4.92], [0.81, 4.90, 5.39], [3.29, 3.33, 5.56], [3.17, 2.29, -3.84], [3.88, 2.03, -2.61], [5.06, 2.84, -2.24], [5.57, 2.15, -0.95], [4.54, 1.13, -0.73], [3.66, 1.08, -1.71], [2.41, -0.11, -1.81], [3.84, 2.14, -4.69], [2.82, 3.32, -3.85], [2.33, 1.61, -3.93], [4.74, 3.87, -2.06], [5.79, 2.83, -3.05], [5.61, 2.83, -0.10], [6.55, 1.70, -1.08], [4.64, 0.41, -0.03], [-0.64, 6.09, -4.08], [-0.55, 4.87, -3.18], [-1.86, 4.61, -2.44], [-1.73, 3.63, -1.26], [-1.29, 1.82, -2.00], [-2.61, 0.98, -3.24], [-4.06, 0.84, -2.78], [-4.81, 2.17, -2.66], [-5.11, 2.82, -4.01], [0.28, 6.25, -4.64], [-0.84, 6.99, -3.50], [-1.46, 5.99, -4.80], [0.26, 5.02, -2.45], [-0.28, 4.00, -3.79], [-2.63, 4.29, -3.14], [-2.22, 5.54, -1.98], [-2.67, 3.53, -0.71], [-0.97, 3.96, -0.56], [0.01, 1.91, -2.89], [-2.21, 0.02, -3.56], [-2.52, 1.68, -4.09], [-4.11, 0.30, -1.83], [-4.58, 0.22, -3.52], [-4.23, 2.86, -2.04], [-5.75, 2.00, -2.14], [-4.20, 2.98, -4.61], [-5.60, 3.78, -3.88], [-5.77, 2.19, -4.60]], "lowdin_charge": [0.490, -0.361, -0.257, 0.042, 0.009, -0.005, 0.022, -0.059, -0.183, -0.074, -0.181, 0.013, 0.178, 0.132, 0.137, 0.135, 0.127, 0.089, 0.152, 0.184, 1.007, -0.764, -0.215, 0.077, -0.207, -0.221, -0.208, -0.203, -0.857, 0.943, -0.861, 0.911, -0.872, 0.919, -0.806, 1.025, -0.814, 0.930, 0.175, 0.203, 0.168, 0.175, 0.178, 0.178, -0.010, -0.124, -0.050, -0.089, 0.030, -0.729, 0.747, 0.116, 0.105, 0.050, 0.140, 0.142, 0.098, 0.140, 0.117, -0.080, -0.285, -0.241, -0.344, 1.078, -0.276, -0.256, -0.254, -0.087, 0.082, 0.092, 0.087, 0.114, 0.082, 0.103, 0.149, 0.061, -0.008, 0.025, 0.048, 0.098, 0.111, 0.128, 0.077, 0.123, 0.063, 0.089, 0.090], "largest_force_ev_per_a": 5.05, "e_tot_ev": -549616.8911, "relative_energy_ev": 3.825, "homo_lumo_gap_ev": 3.17, "total_charge": 3}

***

# 3
{"formula": "C9H13BrS", "method": "ωB97M-V/def2-TZVPD", "symbols": ["C", "C", "C", "C", "C", "C", "C", "C", "C", "S", "Br", "H", "H", "H", "H", "H", "H", "H", "H", "H", "H", "H", "H", "H"], "coordinates": [[-1.54, 2.75, 0.70], [-0.65, 1.96, 1.36], [-1.81, 2.35, -0.61], [-0.10, 0.93, 0.55], [3.02, -0.93, -0.19], [0.91, -2.24, 0.24], [-2.70, -0.43, -1.28], [1.01, 0.19, 0.73], [1.49, -0.88, -0.19], [-1.01, 0.93, -1.06], [-3.07, -1.52, 0.24], [-2.01, 3.62, 1.13], [-0.39, 2.04, 2.40], [-2.41, 2.87, -1.34], [3.43, 0.05, -0.42], [3.38, -1.64, -0.93], [3.38, -1.25, 0.79], [1.22, -2.47, 1.26], [-0.17, -2.22, 0.21], [1.27, -3.03, -0.42], [-2.45, -1.04, -2.13], [-3.51, 0.27, -1.46], [1.58, 0.35, 1.63], [1.13, -0.67, -1.21]], "lowdin_charge": [-0.196, -0.167, -0.442, -0.401, -0.076, -0.064, -0.714, -0.074, -0.450, 1.068, 0.598, 0.105, 0.101, 0.052, 0.079, 0.077, 0.081, 0.085, 0.029, 0.079, -0.008, -0.003, 0.129, 0.111], "largest_force_ev_per_a": 1.17, "e_tot_ev": -90418.0802, "relative_energy_ev": 0.832, "homo_lumo_gap_ev": [6.35, 6.16]}

***

Question: What is the formula in the first record?
Answer: C30H52FN4O2